Density functional theory data (wB97M-V/def2-TZVPD) for the molecule C5H11NO.

Calculated values
**HOMO level**: -9.35 eV
**LUMO energy**: 0.87 eV
**Largest force on an atom**: 4.4 eV/A
**E**: -327.0023 Eh

Geometry (Å):
C (-1.40593, 0.60544, 1.36087)
O (-1.25510, 0.19129, 2.77628)
C (-0.25926, 0.44470, 0.30811)
C (0.66207, -0.78502, 0.06008)
C (0.24783, -1.45826, -1.19047)
C (0.74770, -1.05572, -2.38020)
N (0.49233, 1.76506, 0.27004)
H (-1.70388, 1.63850, 1.55997)
H (-2.33841, 0.29558, 0.98116)
H (-0.45429, 0.72707, 3.13295)
H (-0.84325, 0.41387, -0.66867)
H (1.69390, -0.52696, -0.03167)
H (0.53505, -1.52559, 0.88763)
H (-0.46731, -2.28150, -1.13148)
H (0.52128, -1.78014, -3.29530)
H (1.56512, -0.40471, -2.60653)
H (0.82432, 2.04517, -0.74582)
H (1.43781, 1.69122, 0.71305)

Results of the natural (NBO) charge analysis, in e, for atoms 1 through 5:
1. C -0.09
2. O -0.73
3. C -0.08
4. C -0.47
5. C -0.17

---

Density functional theory data (wB97M-V/def2-TZVPD) for the molecule C5H11NO.

Calculated values
**HOMO level**: -9.72 eV
**LUMO energy**: 0.92 eV
**Largest force on an atom**: 2.0 eV/A
**E**: -327.0453 Eh

Geometry (Å):
C (1.04102, 0.00629, -2.15713)
O (2.29333, 0.63711, -1.99663)
C (0.01581, 0.38389, -1.07432)
C (-0.00052, -0.67715, 0.08965)
C (-1.32799, -0.65422, 0.82244)
C (-0.74684, 0.67636, 2.65317)
N (-1.60539, 0.48624, 1.75411)
H (0.70405, 0.39613, -3.11685)
H (1.16162, -1.08206, -2.14438)
H (2.57000, 0.85361, -1.12145)
H (0.34129, 1.33813, -0.67284)
H (-1.00468, 0.35339, -1.44975)
H (0.20967, -1.66953, -0.28724)
H (0.76687, -0.36447, 0.79882)
H (-2.21771, -0.79094, 0.20641)
H (-1.42592, -1.51220, 1.50679)
H (-0.97571, 1.46260, 3.37210)
H (0.20110, 0.15681, 2.81712)

Results of the natural (NBO) charge analysis, in e, for atoms 1 through 5:
1. C -0.05
2. O -0.73
3. C -0.43
4. C -0.41
5. C -0.26

---

Density functional theory data (wB97M-V/def2-TZVPD) for the molecule C5H11NO.

Calculated values
**HOMO level**: -9.41 eV
**LUMO energy**: 0.93 eV
**Largest force on an atom**: 0.7 eV/A
**E**: -327.1069 Eh

Geometry (Å):
C (0.68643, -1.37077, -1.51714)
N (0.26550, -0.46855, -0.58043)
C (0.74739, -0.61927, 0.79727)
C (-0.36936, -0.85877, 1.80298)
C (0.03536, 0.89501, -1.04750)
C (-0.95093, 1.71672, -0.23099)
O (0.65615, -1.20351, -2.70917)
H (1.03949, -2.31542, -1.06335)
H (1.45909, -1.44682, 0.79835)
H (1.35076, 0.26605, 1.02372)
H (-0.12659, -0.48882, 2.79946)
H (-1.26106, -0.30040, 1.50407)
H (-0.66762, -1.90834, 1.77053)
H (-0.28730, 0.84582, -2.08713)
H (0.99889, 1.41007, -1.11257)
H (-1.02435, 2.67755, -0.73978)
H (-0.60750, 1.88897, 0.78953)
H (-1.94436, 1.28048, -0.19784)

Results of the natural (NBO) charge analysis, in e, for atoms 1 through 5:
1. C 0.54
2. N -0.44
3. C -0.22
4. C -0.62
5. C -0.23

---

Density functional theory data (wB97M-V/def2-TZVPD) for a cluster of 3 separate species, C5H11NO in total.

Calculated values
**HOMO level**: -9.73 eV
**LUMO energy**: 1.09 eV
**Largest force on an atom**: 0.5 eV/A
**E**: -327.0242 Eh

Geometry (Å):
C (-1.93174, -0.43256, -0.99586)
C (-2.06878, 0.86624, -0.75091)
C (1.05027, 0.44355, 0.69115)
C (0.69878, 1.62119, 1.55245)
N (1.26438, -0.75114, 1.06222)
C (1.21958, -2.05397, -1.24542)
O (1.11452, -1.18223, -2.07801)
H (-1.17636, -0.79659, -1.68961)
H (0.33812, -2.52081, -0.76991)
H (-2.56276, -1.17103, -0.50530)
H (-1.44176, 1.60280, -1.24992)
H (-2.81179, 1.24804, -0.05411)
H (1.12524, 0.63521, -0.38505)
H (-0.24066, 2.06496, 1.20283)
H (0.58679, 1.33756, 2.60385)
H (1.47312, 2.39294, 1.47394)
H (1.16388, -0.84409, 2.07684)
H (2.19917, -2.46006, -0.93919)

Results of the natural (NBO) charge analysis, in e, for atoms 1 through 5:
1. C -0.38
2. C -0.41
3. C 0.17
4. C -0.69
5. N -0.64

---

Density functional theory data (wB97M-V/def2-TZVPD) for a cluster of 2 separate species, C5H11NO in total.

Calculated values
**HOMO level**: -8.08 eV
**LUMO energy**: 0.96 eV
**Largest force on an atom**: 0.7 eV/A
**E**: -327.0581 Eh

Geometry (Å):
N (1.95119, 2.46176, 2.17276)
C (1.21572, 1.25744, 2.01806)
C (1.48483, 0.38644, 1.04444)
C (0.77457, -0.88789, 0.96736)
C (0.82614, -1.72437, -0.06079)
C (0.30142, -3.13368, -0.02161)
H (2.01418, 2.78659, 3.12471)
H (1.67554, 3.23041, 1.57406)
H (0.34827, 1.11085, 2.65940)
H (2.27244, 0.60670, 0.33730)
H (0.18330, -1.12724, 1.84730)
H (1.32267, -1.36723, -0.95612)
H (1.13447, -3.81650, -0.19563)
H (-0.48860, -3.26443, -0.76445)
H (-0.08420, -3.36515, 0.96711)
H (-4.12331, 1.38432, -4.27461)
H (-5.44340, 0.64011, -4.54995)
O (-4.91601, 1.39674, -4.81740)

Results of the natural (NBO) charge analysis, in e, for atoms 1 through 5:
1. N -0.86
2. C -0.01
3. C -0.25
4. C -0.22
5. C -0.17

---

Density functional theory data (wB97M-V/def2-TZVPD) for the molecule C5H11NO.

Calculated values
**HOMO level**: -9.63 eV
**LUMO energy**: 0.84 eV
**Largest force on an atom**: 1.2 eV/A
**E**: -327.1169 Eh

Geometry (Å):
C (2.81147, 0.53627, -0.21862)
N (1.43635, 0.11445, -0.43656)
C (0.47474, -0.20981, 0.46136)
O (0.61912, -0.39473, 1.65753)
C (-0.91470, -0.21749, -0.24715)
C (-1.65837, -1.50450, 0.06549)
C (-1.60722, 1.05040, 0.25103)
H (2.97580, 1.55538, -0.59215)
H (3.53507, -0.12292, -0.71405)
H (3.02878, 0.53096, 0.85298)
H (0.96001, 0.17443, -1.31735)
H (-0.85460, -0.13575, -1.35060)
H (-1.57707, -1.69983, 1.13617)
H (-1.21724, -2.34961, -0.47782)
H (-2.71389, -1.43411, -0.21705)
H (-2.65089, 1.10552, -0.07298)
H (-1.56243, 1.06016, 1.34216)
H (-1.08494, 1.94118, -0.12241)

Results of the natural (NBO) charge analysis, in e, for atoms 1 through 5:
1. C -0.42
2. N -0.62
3. C 0.69
4. O -0.63
5. C -0.30

---

Density functional theory data (wB97M-V/def2-TZVPD) for the molecule C5H11NO.

Calculated values
**HOMO level**: -9.45 eV
**LUMO energy**: 1.03 eV
**Largest force on an atom**: 2.1 eV/A
**E**: -327.0118 Eh

Geometry (Å):
C (1.87828, 1.34683, 0.23769)
C (0.20179, 1.56052, -0.08005)
N (-0.71244, 0.42743, 0.06955)
C (-0.19999, -0.41304, 1.12779)
C (-0.18200, -0.88284, -0.28307)
C (-1.21897, -1.82781, -0.87658)
O (-2.46899, -1.69617, -0.25224)
H (2.19095, 2.23183, 0.80107)
H (2.34679, 1.34490, -0.74041)
H (2.50416, 0.54906, 0.78005)
H (-0.17763, 2.31930, 0.62578)
H (-0.03187, 1.97459, -1.09139)
H (0.73968, 0.00273, 1.44739)
H (-0.88865, -0.78870, 1.87224)
H (0.79673, -0.91898, -0.76348)
H (-1.28334, -1.61788, -1.95882)
H (-0.89906, -2.87073, -0.76988)
H (-2.59545, -0.74104, -0.14565)

Results of the natural (NBO) charge analysis, in e, for atoms 1 through 5:
1. C -0.71
2. C -0.21
3. N -0.43
4. C -0.27
5. C -0.11

---

Density functional theory data (wB97M-V/def2-TZVPD) for a cluster of 2 separate species, C5H11NO in total.

Calculated values
**HOMO level**: -7.29 eV
**LUMO energy**: 1.02 eV
**Largest force on an atom**: 1.6 eV/A
**E**: -327.0378 Eh

Geometry (Å):
N (0.09441, 1.42176, -2.86813)
C (-0.45993, 1.23370, -1.61006)
C (0.31785, 1.00787, -0.53528)
C (-0.19119, 0.21065, 0.55825)
C (0.47922, -0.13678, 1.67472)
C (-0.12609, -0.33588, 3.03155)
H (-0.52934, 1.55264, -3.64243)
H (0.87585, 0.80330, -3.00794)
H (-1.54319, 1.16886, -1.55255)
H (1.38421, 1.18805, -0.54876)
H (-1.20042, -0.20142, 0.45481)
H (1.56060, -0.25920, 1.63247)
H (0.10655, 0.49753, 3.68731)
H (0.24445, -1.23139, 3.52488)
H (-1.20343, -0.48233, 2.91481)
H (0.52909, -2.81575, -1.11843)
H (-0.47576, -1.55653, -1.02975)
O (0.13713, -2.06509, -1.56546)

Results of the natural (NBO) charge analysis, in e, for atoms 1 through 5:
1. N -0.81
2. C 0.04
3. C -0.33
4. C -0.23
5. C -0.19

---

Density functional theory data (wB97M-V/def2-TZVPD) for the molecule C5H11NO.

Calculated values
**HOMO level**: -9.76 eV
**LUMO energy**: 0.88 eV
**Largest force on an atom**: 2.3 eV/A
**E**: -327.1049 Eh

Geometry (Å):
C (-0.70144, -0.38335, -0.46134)
C (0.16164, 0.52351, 0.42012)
C (0.51043, -0.26590, 1.74657)
C (-0.64578, 1.81735, 0.71293)
C (0.23273, -1.36394, -1.09074)
N (0.68497, -1.03732, -2.33816)
O (0.54880, -2.41974, -0.56930)
H (-1.25814, 0.37359, -1.04555)
H (-1.41166, -0.88674, 0.21696)
H (1.07569, 0.82350, -0.09015)
H (-0.26500, -0.16386, 2.51181)
H (1.34364, 0.24926, 2.24993)
H (0.78045, -1.25239, 1.37151)
H (-0.94799, 2.17988, -0.27822)
H (-1.64696, 1.56220, 1.10983)
H (0.06221, 2.44306, 1.33294)
H (0.28813, -0.39627, -3.01402)
H (1.18827, -1.80284, -2.78512)

Results of the natural (NBO) charge analysis, in e, for atoms 1 through 5:
1. C -0.52
2. C -0.18
3. C -0.63
4. C -0.62
5. C 0.68

---

Density functional theory data (wB97M-V/def2-TZVPD) for a cluster of 2 separate species, C5H11NO in total.

Calculated values
**HOMO level**: -7.78 eV
**LUMO energy**: 0.70 eV
**Largest force on an atom**: 4.4 eV/A
**E**: -327.0106 Eh

Geometry (Å):
C (1.29913, 0.39688, -1.95275)
N (0.58384, -0.55640, -1.05884)
C (1.04623, -1.19515, 0.06947)
C (2.34768, -1.16175, 0.41831)
C (-1.04425, -1.65704, 1.37931)
C (0.07905, -2.14302, 0.81036)
H (1.21651, 1.43601, -1.66642)
H (2.35456, 0.16665, -1.73823)
H (0.87952, 0.22948, -3.04805)
H (-0.40215, -0.30980, -0.99890)
H (3.04127, -0.42462, 0.05519)
H (2.85257, -1.77063, 1.24410)
H (-1.49459, -0.70982, 1.40824)
H (-1.76893, -2.35780, 1.79769)
H (0.27134, -3.17242, 0.77777)
H (-4.40443, 4.62127, 0.37232)
H (-3.46218, 4.12130, 1.49128)
O (-3.39516, 4.48687, 0.63914)

Results of the natural (NBO) charge analysis, in e, for atoms 1 through 5:
1. C -0.42
2. N -0.60
3. C 0.15
4. C -0.55
5. C -0.39